The following is a DFT calculation (the ωB97M-V functional and the def2-TZVPD basis) of a cluster of 12 separate species, C86H191N11O12 in total.

Summary:
* SMILES string: CC1(C)CCCC(C)(C)N1O.CC1(C)CCCC(C)(C)N1O.CC1(C)CCCC(C)(C)N1O.CC1(C)CCCC(C)(C)N1O.CC1(C)CCCC(C)(C)N1O.CC1(C)CCCC(C)(C)N1O.CC1(C)CCCC(C)(C)N1O.CC1(C)CCCC(C)(C)N1O.COC[C@H](C)N.COC[C@H](C)N.COC[C@H](C)N.CCO
* orbital gap: 7.81 eV
* energy above the lowest of the compared OMol25 structures with the same formula, charge and spin: 202.5 kcal per mole

XYZ file:
```
300
Properties=species:S:1:pos:R:3:lowdin_charge:R:1
C 1.2896 9.2691 12.8429 -0.025
C 0.5330 9.6048 14.2308 -0.400
C 0.8393 10.8793 15.0275 -0.209
O 2.1664 11.0497 15.4070 -0.218
C 2.4660 12.3929 15.7733 -0.066
N -0.9073 9.5076 13.9410 0.037
H 1.0627 10.0908 12.1636 0.070
H 1.0339 8.2943 12.4275 0.063
H 2.3595 9.3483 13.0351 0.056
H 0.7669 8.8153 14.9450 0.079
H 0.0879 10.9833 15.8102 0.133
H 0.7135 11.6078 14.2266 0.111
H 3.4128 12.4100 16.3131 0.078
H 1.7878 12.6393 16.5904 0.090
H 2.5211 13.1081 14.9526 0.074
H -1.3669 9.4647 14.8394 0.052
H -1.1527 8.7883 13.2758 0.070
C 11.8399 8.6466 12.6074 -0.045
C 10.6122 8.1753 13.3803 -0.456
C 10.1818 6.6808 13.0475 -0.208
O 9.6001 6.6288 11.7624 -0.180
C 9.1922 5.2725 11.4911 -0.086
N 10.9698 8.2678 14.7299 0.045
H 12.7400 8.0449 12.7340 0.086
H 12.0525 9.6668 12.9267 0.060
H 11.6829 8.7863 11.5378 0.082
H 9.7239 8.7631 13.1490 0.123
H 9.6508 6.1008 13.8023 0.110
H 11.1147 6.1188 13.0917 0.109
H 8.5579 5.1784 10.6097 0.082
H 8.7626 4.8382 12.3938 0.076
H 10.1013 4.7316 11.2282 0.085
H 11.3113 9.2166 14.6718 0.035
H 10.1717 8.2398 15.3483 0.086
C 5.4920 8.9879 16.0319 -0.042
C 4.4847 7.9095 15.7188 -0.394
C 4.6822 6.6050 16.3897 -0.182
O 4.6933 6.8213 17.8379 -0.233
C 5.3101 5.8353 18.6484 -0.100
N 2.9961 8.3386 15.8878 0.091
H 5.8134 9.4444 15.0958 0.077
H 6.2288 8.3689 16.5438 0.081
H 4.9866 9.6189 16.7630 0.086
H 4.6038 7.6473 14.6675 0.127
H 5.6667 6.2410 16.0959 0.117
H 3.9803 5.7973 16.1821 0.116
H 6.2728 5.8021 18.1383 0.081
H 4.7450 4.9342 18.4100 0.084
H 5.4529 5.9741 19.7200 0.080
H 3.0962 8.5890 16.8611 0.050
H 2.7579 9.2048 15.4264 0.018
C 3.6083 5.1623 10.3091 -0.025
C 3.5496 6.5750 9.7147 -0.485
C 4.8575 6.8646 8.9222 -0.119
C 4.8775 6.1174 7.5132 -0.141
C 3.6827 6.7062 6.7331 -0.164
C 2.3612 6.3094 7.4327 -0.478
N 2.3963 6.7157 8.8409 -0.114
O 1.1532 6.6651 9.5128 -0.007
C 1.3489 7.1719 6.6354 -0.035
C 2.1062 4.7411 7.3010 -0.012
C 3.6626 7.6070 10.9063 -0.042
H 4.0847 4.5018 9.5846 0.064
H 2.6253 4.7570 10.5486 0.087
H 4.2557 5.2407 11.1825 0.078
H 4.9189 7.9462 8.8023 0.111
H 5.7658 6.6136 9.4700 0.109
H 4.7782 5.0397 7.6428 0.086
H 5.7907 6.3455 6.9635 0.101
H 3.5656 6.4279 5.6857 0.112
H 3.8379 7.7703 6.5551 0.113
H 0.4257 7.1876 7.2146 0.067
H 1.6097 8.2022 6.8773 0.088
H 1.2414 6.7425 5.6393 0.092
H 2.8252 4.0320 7.7113 0.061
H 1.1912 4.5002 7.8422 0.075
H 1.9024 4.4531 6.2696 0.073
H 2.8483 7.4148 11.6049 0.050
H 3.5788 8.6828 10.7522 0.076
H 4.6385 7.5435 11.3878 0.078
H 0.7798 7.5491 9.4858 0.096
C 1.6389 3.5702 15.8200 -0.006
C 0.0294 3.6000 15.9963 -0.453
C -0.2446 2.9106 17.3218 -0.170
C -0.0985 3.7751 18.5951 -0.161
C -1.0207 5.0204 18.4501 -0.119
C -0.7942 5.8402 17.1680 -0.467
N -0.5203 4.9365 16.0226 -0.102
O -0.1727 5.6191 14.8414 -0.006
C -2.0123 6.7635 16.8854 -0.024
C 0.3796 6.8241 17.4102 -0.039
C -0.7162 2.6929 14.9492 -0.021
H 1.9661 4.1725 14.9725 0.065
H 2.1592 2.6569 15.5313 0.064
H 2.1185 3.8779 16.7491 0.065
H -1.1619 2.3276 17.4043 0.112
H 0.5556 2.1993 17.5266 0.090
H 0.9556 4.0441 18.6636 0.098
H -0.3810 3.2353 19.4990 0.099
H -0.7748 5.5821 19.3514 0.102
H -2.0414 4.6380 18.4451 0.120
H -2.3645 7.1481 17.8425 0.080
H -1.7956 7.5607 16.1743 0.061
H -2.9000 6.2022 16.5939 0.083
H 0.1173 7.5851 18.1452 0.072
H 1.2527 6.4047 17.9100 0.076
H 0.6190 7.2185 16.4226 0.041
H -1.8061 2.7038 14.9391 0.083
H -0.5347 1.6562 15.2326 0.067
H -0.2747 2.8288 13.9619 0.075
H 0.7053 5.9185 15.0886 0.063
C 2.8317 11.0391 23.9467 -0.037
C 1.9811 10.4599 22.7791 -0.409
C 2.5758 11.1985 21.5323 -0.214
C 2.1613 10.6864 20.2602 -0.197
C 2.6354 9.2176 20.2943 -0.144
C 2.2055 8.2425 21.3767 -0.487
N 2.3458 8.9955 22.6162 -0.075
O 1.9445 8.2778 23.8020 -0.025
C 0.7818 7.7503 21.0230 -0.031
C 3.2324 7.0857 21.2104 -0.028
C 0.3796 10.8386 22.8558 0.009
H 2.5910 12.0669 24.2184 0.087
H 3.8662 10.8873 23.6387 0.080
H 2.6530 10.3972 24.8093 0.064
H 2.2626 12.2371 21.6385 0.121
H 3.6656 11.1762 21.5376 0.120
H 2.4869 11.2961 19.4173 0.116
H 1.0752 10.7133 20.1721 0.107
H 3.7202 9.1516 20.2109 0.121
H 2.2086 8.8638 19.3558 0.106
H 0.8834 6.8044 20.4911 0.059
H 0.1906 7.3505 21.8468 0.080
H 0.0008 8.3883 20.6094 0.079
H 3.1990 6.6491 20.2122 0.068
H 4.2401 7.2080 21.6075 0.089
H 2.8146 6.3238 21.8686 0.081
H 0.1437 11.9019 22.8132 0.073
H 0.0279 10.3891 23.7844 0.069
H -0.0400 10.3176 21.9951 0.049
H 2.6857 8.3801 24.4034 0.082
C 4.8945 0.1743 13.2298 -0.041
C 6.0917 0.3762 14.2378 -0.430
C 5.3305 0.9331 15.5444 -0.099
C 6.2392 0.8028 16.8289 -0.185
C 6.5767 -0.6365 16.9889 -0.158
C 7.2625 -1.4075 15.7759 -0.433
N 6.6962 -0.9984 14.4772 -0.164
O 7.1988 -1.5408 13.3217 0.003
C 8.8069 -1.1593 15.7944 -0.025
C 6.9075 -2.8947 15.9545 -0.035
C 7.1510 1.3479 13.7313 -0.039
H 4.3631 -0.7410 13.4904 0.079
H 5.2433 0.0715 12.2022 0.071
H 4.1727 0.9907 13.2048 0.074
H 5.0140 1.9748 15.4920 0.104
H 4.3848 0.3955 15.6148 0.087
H 5.8290 1.2628 17.7279 0.086
H 7.2216 1.2296 16.6269 0.103
H 5.7617 -1.1466 17.5023 0.095
H 7.2402 -0.5205 17.8458 0.096
H 9.1403 -0.6177 16.6796 0.066
H 9.4753 -2.0199 15.8223 0.069
H 9.2756 -0.6334 14.9626 0.073
H 6.9363 -3.2098 16.9975 0.081
H 5.8931 -3.0306 15.5796 0.087
H 7.6913 -3.4414 15.4302 0.075
H 7.5774 0.9957 12.7920 0.081
H 7.8802 1.5421 14.5179 0.071
H 6.7219 2.3168 13.4761 0.076
H 6.5783 -2.2365 13.0923 0.105
C 4.3108 13.1849 11.4176 -0.014
C 4.2049 14.7306 11.2554 -0.503
C 3.7787 15.0292 9.8589 -0.160
C 2.2783 14.8569 9.5486 -0.180
C 1.3933 15.6332 10.4684 -0.164
C 1.6312 15.3624 11.9453 -0.489
N 3.1704 15.3654 12.1581 -0.113
O 3.5528 15.3743 13.4686 -0.034
C 0.9796 16.3568 12.8701 -0.022
C 1.0995 14.0016 12.2990 -0.048
C 5.5455 15.4651 11.4871 -0.030
H 3.4930 12.7473 10.8450 0.061
H 4.0516 12.9906 12.4584 0.073
H 5.2589 12.8321 11.0115 0.084
H 3.8970 16.0797 9.5933 0.121
H 4.3211 14.3969 9.1559 0.126
H 1.9448 13.8267 9.6735 0.104
H 2.2100 15.1126 8.4912 0.117
H 0.3407 15.4526 10.2504 0.121
H 1.4062 16.6750 10.1480 0.117
H 1.0914 17.3130 12.3589 0.090
H -0.0874 16.1345 12.8764 0.091
H 1.3739 16.1695 13.8689 0.086
H 0.9926 13.9975 13.3838 0.067
H 0.0813 13.9177 11.9191 0.094
H 1.6610 13.0911 12.0898 0.072
H 5.2711 16.5038 11.3034 0.091
H 6.1716 15.1429 10.6550 0.084
H 6.1867 15.2437 12.3403 0.072
H 4.3512 15.9057 13.5111 0.089
C -0.5653 -2.6534 20.2556 -0.032
C -0.5713 -1.4820 19.2114 -0.494
C -0.8380 -0.1602 19.9527 -0.110
C 0.4075 0.3784 20.7438 -0.190
C 1.6885 0.4548 19.9761 -0.139
C 2.0067 -0.8004 19.0929 -0.394
N 0.7138 -1.3796 18.4643 -0.146
O 1.0011 -2.3950 17.6356 -0.003
C 3.0243 -0.3723 17.9981 -0.041
C 2.6911 -1.9392 19.9440 -0.011
C -1.7380 -1.7417 18.2623 -0.047
H 0.0786 -3.4673 19.9225 0.078
H -1.5853 -2.9373 20.5147 0.080
H -0.0503 -2.3578 21.1697 0.060
H -1.0080 0.5874 19.1779 0.101
H -1.6383 -0.2715 20.6843 0.124
H 0.6745 -0.1183 21.6765 0.105
H -0.0334 1.3063 21.1081 0.100
H 2.4606 0.7297 20.6947 0.114
H 1.5826 1.3642 19.3846 0.096
H 3.4896 -1.2240 17.5019 0.071
H 2.5196 0.2411 17.2517 0.072
H 3.7645 0.3571 18.3268 0.074
H 3.2897 -2.6062 19.3238 0.077
H 3.3972 -1.4722 20.6306 0.069
H 1.8963 -2.3940 20.5353 0.055
H -2.6505 -1.6559 18.8524 0.087
H -1.6646 -2.5603 17.5463 0.083
H -1.8730 -0.9372 17.5395 0.072
H 0.8848 -1.9456 16.7952 0.113
C 7.3144 14.3257 16.2270 -0.032
C 7.8938 12.9057 16.6124 -0.395
C 7.1310 11.8955 15.6999 -0.174
C 7.5401 11.9235 14.2598 -0.184
C 9.0647 11.6999 14.1118 -0.140
C 9.8872 12.6639 14.9517 -0.419
N 9.3804 12.6926 16.4234 -0.131
O 10.1205 13.4762 17.2755 -0.016
C 11.3207 12.1013 14.9301 -0.046
C 9.7945 14.1149 14.2733 -0.018
C 7.6823 12.4330 18.1402 -0.009
H 6.3767 14.5888 16.7165 0.074
H 7.2039 14.5883 15.1749 0.053
H 7.8262 15.1698 16.6892 0.074
H 7.3435 10.9190 16.1353 0.095
H 6.0523 12.0272 15.7845 0.111
H 7.2494 12.8780 13.8210 0.086
H 6.9470 11.2541 13.6367 0.106
H 9.3445 11.6862 13.0585 0.129
H 9.2325 10.7263 14.5722 0.098
H 11.4134 11.1710 15.4904 0.069
H 11.7520 12.0215 13.9322 0.084
H 12.0132 12.6736 15.5474 0.076
H 8.8586 14.4697 13.8417 0.050
H 9.8751 14.8732 15.0522 0.069
H 10.5302 14.3881 13.5169 0.075
H 8.5235 11.8111 18.4464 0.075
H 6.7721 11.8534 18.2941 0.065
H 7.4682 13.2841 18.7866 0.071
H 10.6048 12.8414 17.8085 0.104
C 13.9365 6.6927 19.2927 -0.068
C 13.2581 5.5952 18.4962 -0.452
C 13.5333 5.9550 16.9596 -0.128
C 13.1544 4.9452 15.8914 -0.172
C 13.7179 3.5353 16.3107 -0.111
C 13.5262 3.2036 17.8377 -0.465
N 13.9294 4.3107 18.7375 -0.163
O 14.0995 3.9814 20.0326 0.004
C 12.0612 2.8000 17.9672 -0.048
C 14.4550 1.9575 18.0574 -0.045
C 11.7279 5.6784 18.9030 -0.019
H 13.4652 7.6747 19.2503 0.082
H 14.9612 6.8835 18.9738 0.080
H 13.9777 6.4995 20.3647 0.081
H 12.9058 6.8173 16.7345 0.104
H 14.5935 6.2011 16.8989 0.112
H 13.3410 5.3464 14.8953 0.100
H 12.0750 4.9902 15.7464 0.087
H 14.7385 3.3270 15.9897 0.108
H 13.1638 2.7460 15.8025 0.105
H 11.8683 2.7590 19.0393 0.086
H 11.3531 3.3657 17.3617 0.078
H 11.9748 1.7931 17.5588 0.079
H 15.5247 2.1521 17.9809 0.079
H 14.3599 1.3848 18.9800 0.075
H 14.2794 1.1532 17.3430 0.077
H 11.1456 5.5541 17.9899 0.054
H 11.4069 6.6822 19.1814 0.075
H 11.3131 4.8238 19.4375 0.066
H 15.0451 4.1371 20.0901 0.116
C 7.2723 0.8614 21.0535 -0.082
C 5.9065 1.5226 21.1301 -0.324
O 5.5080 2.3588 20.0586 -0.082
H 7.9777 1.6481 21.3215 0.074
H 7.4880 0.5599 20.0285 0.058
H 7.3464 -0.0613 21.6291 0.082
H 5.8738 2.0232 22.0978 0.110
H 5.2684 0.6411 21.0676 0.096
H 6.2465 2.8919 19.7553 0.075
```